(1)
{
  "formula": "C52H57F14NO46",
  "method": "the ωB97M-V functional and the def2-TZVPD basis",
  "lumo_energy_ev": -1.0202,
  "gap_ev": 8.331,
  "spin_multiplicity": 1,
  "symbols": ["C", "N", "C", "C", "C", "C", "C", "C", "C", "O", "C", "O", "O", "C", "O", "H", "H", "H", "H", "H", "H", "H", "H", "H", "H", "H", "H", "H", "H", "H", "C", "C", "O", "C", "O", "O", "F", "H", "H", "H", "C", "C", "O", "C", "O", "O", "F", "H", "H", "H", "C", "C", "O", "C", "O", "O", "F", "H", "H", "H", "C", "C", "O", "C", "O", "O", "F", "H", "H", "H", "C", "C", "O", "C", "O", "O", "F", "H", "H", "H", "C", "C", "O", "C", "O", "O", "F", "H", "H", "H", "C", "C", "O", "C", "O", "O", "F", "H", "H", "H", "C", "C", "O", "C", "O", "O", "F", "H", "H", "H", "C", "C", "O", "C", "O", "O", "F", "H", "H", "H", "C", "C", "O", "C", "O", "O", "F", "H", "H", "H", "C", "C", "O", "C", "O", "O", "F", "H", "H", "H", "C", "C", "O", "C", "O", "O", "F", "H", "H", "H", "C", "C", "O", "C", "O", "O", "F", "H", "H", "H", "C", "C", "O", "C", "O", "O", "F", "H", "H", "H"],
  "coordinates": [[1.0746, -4.1071, 3.9886], [0.1656, -3.6225, 2.9559], [0.7715, -2.7254, 1.9900], [0.3624, -1.3000, 2.0977], [-0.4641, -0.6152, 2.9064], [-1.3245, -1.0084, 4.0571], [-2.5409, -1.8942, 3.6845], [-3.8581, -1.1086, 3.7177], [-4.6466, -1.0295, 2.3915], [-4.2563, -1.9497, 1.3861], [-0.4250, 0.8024, 2.4593], [-0.8214, 1.7882, 3.0408], [0.1798, 0.8632, 1.2235], [0.9412, -0.3262, 1.1313], [1.8954, -0.3968, 0.4051], [2.0687, -4.3408, 3.5983], [1.1409, -3.3731, 4.7935], [0.6565, -5.0136, 4.4229], [-0.2603, -4.3923, 2.4652], [0.4955, -3.0467, 0.9789], [1.8656, -2.8032, 2.0134], [-0.7284, -1.4291, 4.8666], [-1.7268, -0.0723, 4.4500], [-2.5688, -2.7042, 4.4126], [-2.3589, -2.3686, 2.7246], [-4.5190, -1.5456, 4.4674], [-3.6643, -0.0982, 4.0653], [-4.6082, -0.0417, 1.9333], [-5.7032, -1.1964, 2.6257], [-4.4126, -2.8469, 1.6919], [0.5978, 4.0610, 0.7132], [0.9692, 4.3523, 2.1490], [1.1644, 5.7548, 2.1330], [0.3925, 6.2712, 1.1369], [0.1596, 7.4244, 0.9950], [-0.0485, 5.2846, 0.3262], [2.1291, 3.7446, 2.5123], [1.4881, 3.9081, 0.1012], [-0.0734, 3.2172, 0.6034], [0.1963, 4.0985, 2.8714], [-1.5244, 4.2998, 5.2643], [-0.1911, 3.8019, 5.7645], [-0.3388, 3.8961, 7.1709], [-1.6695, 3.7765, 7.4544], [-2.1040, 3.5813, 8.5386], [-2.4026, 3.9079, 6.3296], [0.8365, 4.5950, 5.3666], [-1.5486, 5.3820, 5.1651], [-1.8201, 3.8417, 4.3233], [0.0301, 2.7686, 5.4927], [-1.3460, 0.6437, -2.6589], [-1.5905, 1.3704, -1.3547], [-2.9106, 0.9833, -1.0290], [-3.1414, -0.2416, -1.6018], [-4.0421, -0.9527, -1.3357], [-2.1679, -0.5152, -2.5070], [-1.5422, 2.7225, -1.4922], [-1.6964, 1.2339, -3.5072], [-0.3085, 0.3599, -2.8126], [-0.9208, 1.0788, -0.5467], [2.0052, -4.0643, -2.2812], [3.3556, -4.7156, -2.1002], [3.3609, -5.0193, -0.7088], [2.0721, -5.1909, -0.3273], [1.7314, -5.6533, 0.7132], [1.2281, -4.7330, -1.2748], [4.3748, -3.8584, -2.3712], [2.0365, -2.9957, -2.0679], [1.5811, -4.2233, -3.2651], [3.4818, -5.6277, -2.6849], [-2.6362, -4.6866, -5.1321], [-2.2186, -5.3752, -3.8516], [-1.0095, -4.7078, -3.5350], [-1.0720, -3.4578, -4.0678], [-0.3163, -2.5816, -3.8042], [-2.0906, -3.3671, -4.9425], [-1.9683, -6.6953, -4.0218], [-2.1855, -5.1457, -6.0068], [-3.7132, -4.6397, -5.2663], [-2.9155, -5.2587, -3.0194], [3.2743, 7.3265, -1.1849], [3.7089, 7.0310, -2.6053], [4.1423, 5.6764, -2.5115], [3.4617, 5.1000, -1.4959], [3.3922, 3.9274, -1.2998], [2.8608, 6.0277, -0.7345], [4.7411, 7.8036, -3.0024], [4.1143, 7.6672, -0.5792], [2.4546, 8.0349, -1.1093], [2.9131, 7.0939, -3.3486], [1.3057, 3.7334, 10.9687], [2.0313, 4.7144, 10.0747], [3.2882, 4.0903, 9.8948], [3.1085, 2.7442, 10.0303], [3.8931, 1.9221, 9.7060], [1.8968, 2.4897, 10.5795], [2.2090, 5.9215, 10.6684], [1.5236, 3.9288, 12.0198], [0.2307, 3.7136, 10.8114], [1.5630, 4.8635, 9.1003], [5.6874, 3.3024, 1.0679], [5.9153, 3.1306, 2.5526], [7.1478, 3.8047, 2.7458], [7.2592, 4.7616, 1.7823], [8.0374, 5.6510, 1.7952], [6.3387, 4.5506, 0.8078], [6.0520, 1.8316, 2.9071], [6.1773, 2.5085, 0.5021], [4.6383, 3.3518, 0.7901], [5.1540, 3.5903, 3.1851], [4.7326, 2.2573, -3.6678], [5.1154, 0.8233, -3.9586], [4.3669, 0.5409, -5.1272], [4.1643, 1.7170, -5.7885], [3.7858, 1.8056, -6.9055], [4.4663, 2.7617, -4.9838], [4.7391, -0.0227, -2.9700], [3.8286, 2.3157, -3.0652], [5.5205, 2.8315, -3.1893], [6.1751, 0.6665, -4.1680], [-1.3192, -7.3310, -10.3003], [-0.2757, -7.8900, -9.3568], [-0.6248, -7.2759, -8.1278], [-1.9569, -7.0149, -8.1658], [-2.6126, -6.7351, -7.2142], [-2.4274, -7.1184, -9.4202], [0.9840, -7.5173, -9.6984], [-0.9993, -6.3761, -10.7199], [-1.5930, -8.0107, -11.1014], [-0.3041, -8.9730, -9.2341], [-4.6186, 4.1969, 1.5790], [-6.0416, 3.6973, 1.7123], [-5.8870, 2.5669, 2.5537], [-4.7803, 2.7628, 3.3201], [-4.4950, 2.1243, 4.2748], [-4.0473, 3.7914, 2.8299], [-6.5652, 3.3070, 0.5287], [-4.1033, 3.6923, 0.7601], [-4.5423, 5.2732, 1.4547], [-6.7280, 4.4016, 2.1853], [-6.0334, -9.1532, -5.9318], [-4.9390, -9.9362, -5.2382], [-4.2655, -10.5385, -6.3290], [-4.4411, -9.7410, -7.4177], [-3.8102, -9.8150, -8.4167], [-5.4239, -8.8429, -7.1881], [-5.4317, -10.9011, -4.4263], [-6.9137, -9.7762, -6.0959], [-6.3186, -8.2442, -5.4106], [-4.2302, -9.3276, -4.6741], [3.1060, -5.1754, -7.3188], [4.4894, -5.7842, -7.2284], [4.5836, -6.1121, -5.8508], [3.3259, -6.3213, -5.3876], [3.0611, -6.8362, -4.3516], [2.4130, -5.8650, -6.2714], [5.4638, -4.9044, -7.5483], [3.1343, -4.1079, -7.0965], [2.6160, -5.3406, -8.2738], [4.6262, -6.6919, -7.8183], [-3.5436, 8.2923, 6.6630], [-2.2443, 8.4472, 5.9016], [-2.6792, 8.4564, 4.5583], [-3.9620, 8.9284, 4.5347], [-4.5350, 9.2787, 3.5641], [-4.4743, 8.9368, 5.7898], [-1.4135, 7.3883, 6.0906], [-3.8109, 7.2393, 6.7695], [-3.5377, 8.7686, 7.6390], [-1.6974, 9.3666, 6.1138]]
}

=====

(2)
{
  "formula": "C52H58BBrCaN4O",
  "method": "the ωB97M-V functional and the def2-TZVPD basis",
  "lumo_energy_ev": [2.9367, 2.9461],
  "total_charge": -2,
  "gap_ev": [2.412, 2.424],
  "spin_multiplicity": 1,
  "symbols": ["Ca", "Br", "C", "C", "C", "C", "O", "C", "C", "N", "C", "C", "C", "C", "C", "C", "C", "C", "N", "C", "C", "H", "H", "H", "H", "H", "H", "H", "H", "H", "H", "C", "C", "C", "C", "C", "C", "C", "C", "C", "C", "H", "H", "H", "H", "H", "H", "H", "H", "H", "H", "H", "H", "C", "C", "C", "C", "C", "C", "C", "C", "C", "C", "C", "C", "N", "B", "N", "C", "C", "C", "C", "C", "C", "C", "C", "C", "C", "C", "C", "C", "C", "H", "H", "H", "H", "H", "H", "H", "H", "H", "H", "H", "H", "H", "H", "H", "H", "H", "H", "H", "H", "H", "H", "H", "H", "H", "H", "H", "H", "H", "H", "H", "H", "H", "H", "H", "H"],
  "coordinates": [[11.1995, 13.6735, 15.0583], [18.4076, 11.8601, 16.8615], [16.9693, 13.1133, 16.5336], [16.9683, 13.7627, 15.3009], [15.7712, 14.0653, 14.6963], [14.4860, 13.7804, 15.3770], [13.3963, 13.8729, 14.7139], [14.5641, 13.2408, 16.7491], [13.3852, 12.9509, 17.5190], [12.1055, 12.7087, 17.1022], [11.1886, 11.7918, 17.6620], [11.3477, 11.3394, 19.0080], [10.5179, 10.3329, 19.4776], [9.3580, 9.9323, 18.8072], [9.0707, 10.4895, 17.5161], [7.8354, 10.2147, 16.8460], [7.4988, 10.8841, 15.7114], [8.3958, 11.7933, 15.2051], [9.6060, 12.0898, 15.7737], [9.9547, 11.4449, 16.9325], [15.8318, 12.9277, 17.2697], [17.9240, 14.0204, 14.7837], [15.7347, 14.4838, 13.6742], [13.6255, 13.0414, 18.5899], [12.2175, 11.6275, 19.5774], [10.9042, 9.8216, 20.3470], [8.6959, 9.1676, 19.2641], [7.2664, 9.3728, 17.2180], [6.5668, 10.7382, 15.1309], [8.0461, 12.4420, 14.3629], [15.8547, 12.4862, 18.2785], [11.5000, 17.2406, 14.4555], [10.4055, 16.3167, 15.0355], [10.5654, 15.9396, 16.5013], [9.2392, 15.9775, 14.3730], [8.6605, 16.5868, 13.1340], [8.9669, 17.8824, 12.6439], [8.5639, 18.2301, 11.3457], [7.8662, 17.3662, 10.5651], [7.2377, 16.2356, 11.1729], [7.6008, 15.8935, 12.4792], [12.0835, 16.8048, 13.5926], [12.1948, 17.4652, 15.2803], [11.0900, 18.2043, 14.1147], [11.5655, 16.3013, 16.9062], [10.3103, 14.8791, 16.7602], [9.8585, 16.5548, 17.1253], [8.5566, 15.1947, 14.8697], [9.5677, 18.5329, 13.2618], [8.8601, 19.1777, 10.9740], [7.6636, 17.5146, 9.5005], [6.4710, 15.6400, 10.6690], [7.2495, 14.9157, 12.8596], [8.9355, 7.8198, 5.5839], [10.2984, 8.5202, 5.2641], [10.4546, 8.5911, 3.7549], [11.4776, 7.8322, 5.9477], [11.4844, 6.4384, 5.9494], [12.3622, 5.6564, 6.7185], [13.1193, 6.2742, 7.7042], [13.0386, 7.6723, 7.8158], [13.6558, 8.3764, 9.0620], [15.1267, 7.9373, 9.3956], [12.6506, 8.3559, 10.2340], [12.4132, 8.4570, 6.8299], [12.8821, 9.7971, 6.7504], [13.3885, 10.4829, 7.8987], [13.4347, 11.8924, 7.4052], [13.0594, 11.9268, 6.0507], [12.8274, 10.6654, 5.6394], [13.8565, 13.0616, 8.1209], [12.9611, 14.1899, 8.2481], [13.5345, 15.4504, 8.2835], [14.9206, 15.5884, 8.4867], [15.6010, 14.4522, 8.9228], [15.1334, 13.1614, 8.7282], [15.9131, 11.8661, 9.0616], [16.6302, 11.3199, 7.8126], [16.7544, 12.0219, 10.3598], [11.4206, 14.1221, 8.0733], [10.8274, 14.7286, 6.7435], [10.7809, 12.7277, 8.3686], [8.1074, 8.5428, 5.4278], [8.9160, 7.5498, 6.6352], [8.6254, 6.9382, 4.9488], [10.2723, 9.5526, 5.6870], [10.5374, 7.6754, 3.1819], [11.3274, 9.1986, 3.4722], [9.4917, 9.0729, 3.3908], [10.8162, 5.9614, 5.2613], [12.2994, 4.6129, 6.4178], [13.8472, 5.7591, 8.2570], [13.8208, 9.5780, 8.7924], [15.1504, 6.8817, 9.5477], [15.4218, 8.5262, 10.2373], [15.7445, 8.2021, 8.4800], [12.6937, 7.3267, 10.7190], [11.6054, 8.6104, 9.9159], [12.8647, 9.1112, 11.0248], [12.9234, 12.7849, 5.4538], [12.6558, 10.1900, 4.6740], [12.8593, 16.3089, 8.1404], [15.4376, 16.5216, 8.4175], [16.6309, 14.5674, 9.3263], [15.1245, 11.1597, 9.2790], [17.3020, 11.9429, 7.2577], [15.8410, 10.9814, 7.1299], [17.2090, 10.4606, 8.0594], [17.5064, 12.8429, 10.2390], [17.2321, 11.0822, 10.7068], [16.1144, 12.4266, 11.2020], [11.0492, 14.8745, 8.8036], [10.7190, 13.9339, 6.0364], [11.4518, 15.5673, 6.4918], [9.8232, 15.0989, 6.9604], [10.7943, 12.0348, 7.4619], [9.7703, 12.9980, 8.5629], [11.1145, 12.2093, 9.2033]]
}